No. 1
90
Properties=species:S:1:pos:R:3 method="wB97M-V/def2-TZVPD" total_charge=+2 e_homo_ev="-9.8 / -13.6" multiplicity=5 s_squared=6.024 orbital_gap_ev="5.9 / 4.7"
H -1.80203 0.28190 -3.16764
P 4.61576 -1.68272 -0.83616
H 1.65497 -2.62668 -2.42348
P -2.90311 0.91555 1.85178
C 3.86497 -0.12043 -5.55346
H -0.53998 2.47669 1.42788
H -0.16369 -1.24971 -3.09927
H -4.54319 -1.55216 4.19428
C 5.61851 -0.23693 -0.31541
H 4.45335 -0.75444 -6.22931
H 1.00357 0.94938 1.30191
H -5.57541 -0.75065 1.61730
H 2.23939 -2.65865 -5.09966
H 0.22367 1.13166 -3.24426
H 2.78698 1.19625 -2.55588
C -5.45860 2.08431 2.24869
H -4.02513 1.09296 -0.74518
C -1.82955 1.85257 3.07735
H 5.84723 -1.76837 -4.43834
H -2.48020 1.48544 -2.00279
C -4.30907 1.98638 1.22221
H 4.65858 -2.69594 1.35331
H 5.58899 0.55227 -1.07628
H -1.56512 3.79466 2.05546
H 2.81310 1.66803 0.05837
H -5.50544 0.53494 0.06757
H 6.66446 -2.17921 -2.00429
H -2.94772 3.36208 0.20410
H 1.69738 2.36697 -1.78221
H -2.81961 -2.73955 2.77063
C 5.61006 -2.20816 -2.31931
C 5.17387 -2.90097 0.40517
H 5.34276 -3.25620 -2.53598
H 5.20920 0.15581 0.62437
C 0.52632 -0.80959 -2.37261
C -4.62815 -1.30164 1.55772
C 1.19372 0.32280 0.42256
H -0.28459 0.32049 2.94093
H -1.33751 0.14972 4.39592
H 6.25926 -2.80904 0.54389
H -1.63578 -1.52424 3.27049
C -3.79524 3.39832 0.90261
C 1.54145 -1.73799 -1.78329
H 4.92022 -3.91494 0.06820
C -2.39442 -1.75823 2.51620
C 5.39893 -1.30996 -3.54280
H -4.84091 -2.33099 1.88565
H 2.88649 0.09514 -6.00057
H -3.35127 -0.32161 4.64897
H -4.61435 3.95032 0.41270
H 4.39602 0.82357 -5.37076
C 0.77616 -1.02714 0.52432
H 0.46415 -2.93274 -0.36856
C 2.32250 0.81952 -0.44422
H -3.27160 3.37640 3.76340
P 3.59686 -0.99885 -3.96507
H -0.18069 3.22897 2.99759
N -1.90978 0.57427 0.64625
H -1.98773 2.95539 4.90718
H 3.10573 0.05042 -0.52217
C -2.15827 0.44554 -2.14467
H -1.91817 -1.83631 1.53190
Pt -0.69734 0.14948 -0.75788
H -4.28289 -1.35440 0.51707
C -3.54197 -0.73445 2.49140
H -5.43492 2.17036 -0.60059
H -2.96638 -0.25895 -1.89999
H -0.12840 1.43760 4.31232
C -2.68061 2.53950 4.15958
C 1.25072 -2.16562 -0.32946
H -6.19126 2.80188 1.84788
C 3.24832 -2.66190 -4.66969
C 1.92952 1.29357 -1.86563
H 5.85972 -0.31782 -3.39607
H 3.31267 -3.43811 -3.89910
H 0.30818 -1.32602 1.46563
H -4.92916 0.16138 3.95252
H 6.65259 -0.56833 -0.15590
C -0.85039 0.85977 3.71606
C -0.98992 2.90586 2.33055
H -3.34796 1.84259 4.68182
C -4.84995 1.39346 -0.08973
H 2.14877 -2.64520 0.09097
H -5.12312 2.46527 3.22059
H -3.51313 3.96367 1.79862
H 2.51256 -1.19745 -1.78513
C 0.74292 0.59320 -2.44477
H 3.98044 -2.86635 -5.46302
C -4.11807 -0.57648 3.90496
H -5.97919 1.12881 2.39375

No. 2
25
Properties=species:S:1:pos:R:3 method="wB97M-V/def2-TZVPD" smiles="CCN(C)CC(=O)O.O.O" e_homo_ev=-9.5 orbital_gap_ev=10.0
H -1.49344 -0.40624 -1.93292
C 0.19171 -1.08489 1.07117
C 2.34598 1.56341 0.76562
O -2.27548 1.56272 -0.81622
H 2.87725 1.02758 1.53269
H 0.85925 -1.09634 1.97727
H 1.60838 0.94075 -1.28280
H -0.21967 -2.46764 -0.50293
C 1.72427 0.55201 -0.25678
H 2.94700 2.32396 0.24339
H -1.45518 -2.02623 -1.96206
C -0.41843 1.18848 0.62195
H -3.19784 1.29981 -0.94893
O -0.46853 -3.23294 -1.05797
C -1.94225 1.18913 0.45408
H -0.17142 1.43505 1.67769
O -2.79332 1.00151 1.27670
H 1.56342 2.14678 1.20107
H -0.75717 -1.38520 1.46674
H -0.20508 2.05432 -0.02489
H 0.67891 -1.90988 0.51873
H 0.04657 -3.07321 -1.85970
N 0.23354 0.00208 0.15685
O -1.94688 -1.21204 -2.17788
H 2.26842 -0.39297 -0.14085

No. 3
13
Properties=species:S:1:pos:R:3 method="wB97M-V/def2-TZVPD" total_charge=+1 smiles=Nn1ncc[n+]1N e_homo_ev=-14.1 orbital_gap_ev=9.6
H -0.66684 1.11897 2.15059
N 1.34578 0.69316 0.13963
N -0.90912 0.12094 1.79453
N -1.69116 -0.82702 -0.14466
H 1.98996 1.26725 -0.44786
C -1.19198 -1.10203 -1.34404
H -1.77851 -1.60116 -2.07696
H -1.87852 -0.32861 1.96790
H 0.75442 -0.49959 -2.27124
N 0.35518 0.03777 -0.31753
C 0.02849 -0.42153 -1.52917
N -0.85421 -0.08833 0.47181
H 1.97175 0.09486 0.71518

No. 4
23
Properties=species:S:1:pos:R:3 method="wB97M-V/def2-TZVPD" total_charge=+1 e_homo_ev=-13.2 orbital_gap_ev=8.0
H -0.80708 -1.77913 -1.05134
C -2.59326 0.99103 1.63292
H 2.58909 -1.43611 1.25888
S -0.71604 1.26830 1.41018
C 2.58832 -0.87400 0.22143
H -3.19171 1.21593 2.63100
C 2.65872 0.78440 0.40850
C -0.11715 -1.21775 -0.25482
H 1.61212 -2.52570 -1.01184
N -3.22782 0.49527 0.51889
H -4.23310 0.23430 0.39657
H -2.57463 -0.34892 -1.55424
H -2.33082 1.42568 -1.14010
H -0.25801 -1.80043 0.76349
H 1.62313 2.34755 -0.31328
C 1.42094 -1.36561 -0.81731
H 3.62821 -1.15508 -0.29258
H -0.12842 0.94376 -1.06012
H 1.59539 -0.83212 -1.84764
C -0.65179 0.33211 -0.21051
O 3.00102 1.22531 1.64622
O 2.34973 1.73130 -0.68201
C -2.23684 0.33992 -0.65228

No. 5
59
Properties=species:S:1:pos:R:3 method="wB97M-V/def2-TZVPD" smiles="O=C(COC(=O)c1cccc(S(=O)(=O)N2CCN(c3ccccc3)CC2)c1)NCc1ccco1" e_homo_ev=-7.7 orbital_gap_ev=7.9
H 1.83500 2.19251 3.52504
C 3.78359 -0.08546 -1.57102
O 2.54992 -1.31679 2.78806
C 1.66616 1.17343 3.17260
N -1.16108 0.70095 -2.83343
H -4.86733 -2.17282 4.40555
S 3.30347 1.00554 -2.91745
C -2.96282 -2.20671 3.34328
C -0.51071 1.97948 -2.63757
H -0.27723 0.35169 -4.65395
C -1.97051 0.17023 -1.83640
O -2.17186 -1.25510 2.82846
C 4.64099 -2.18461 -0.80934
C -1.93232 -1.17519 -1.45995
H -0.87002 -1.10515 -3.83607
C -2.08913 1.16968 2.57635
O 3.76634 0.41804 -4.14065
C 0.88718 1.77391 -2.03479
C 4.19291 -1.89624 0.46821
C 1.05458 -0.36217 -3.13470
C -0.36436 -0.15199 -3.68464
H -4.49421 -1.27411 0.75050
H 4.31404 -2.60447 1.27392
H 2.90248 1.18712 -0.10208
H 1.42163 2.71913 -1.94470
H 1.66325 0.46909 4.01269
C -3.83283 0.46623 -0.31585
H -4.61939 0.49942 4.06618
H 1.67613 -0.89865 -3.85244
C 4.41036 -1.28737 -1.84204
H 0.77585 1.30643 -1.04600
C -3.93458 -0.25749 3.74285
N -0.75509 1.31528 3.13177
H -2.77298 -2.72765 -0.26870
H -2.69448 2.04141 2.83595
H -0.41628 2.47207 -3.61071
C -3.79003 -0.87256 0.03755
C -4.06559 -1.65689 3.91887
C -2.83050 -1.68343 -0.54032
C 0.34315 1.07862 2.39044
N 1.64791 0.93661 -2.93390
C 3.56181 -0.68250 0.73077
C -2.94334 0.98025 -1.23714
H 1.01620 -0.92327 -2.18746
H -3.02342 2.01960 -1.51774
C -2.76481 -0.06782 3.06644
H -1.19162 -1.83996 -1.87620
H 4.70106 -1.49878 -2.85923
O 3.67256 2.35497 -2.61213
H -1.96282 1.11671 1.48993
H 5.14241 -3.11942 -1.00849
O 0.32739 0.84783 1.20245
C 3.37983 0.24130 -0.29490
C 2.90960 -0.44304 2.03986
H -4.57707 1.11569 0.12333
O 2.71084 0.86638 2.27353
H -2.63688 -3.22279 3.24404
H -1.09786 2.60874 -1.97224
H -0.67546 1.39410 4.13359

No. 6
8
Properties=species:S:1:pos:R:3 method="wB97M-V/def2-TZVPD" e_homo_ev="-8.5 / -8.5" orbital_gap_ev="6.0 / 6.0"
C -0.04954 -0.79860 0.11617
S 0.41743 2.04345 0.03505
S 2.57443 -0.54542 -0.06314
H -0.73490 -1.41930 0.47622
H -1.29929 0.59117 -1.08515
N 1.11402 -1.10771 0.06342
H -1.36260 0.60887 0.65503
C -0.65955 0.62753 -0.19760

Calculated total energy (Eh), listed in the same order as above: -2260.92885, -555.17496, -353.19709, -876.92935, -1943.45588, -929.00771